91
Properties=species:S:1:pos:R:3:forces:R:3 method="wB97M-V/def2-TZVPD" relative_energy_kj_mol=93.5 multiplicity=5 e_tot_ha=-2605.88692 orbital_gap_ev="5.79 / 4.33" homo_ha="-0.568 / -0.592" s_squared=6.019 lumo_energy_ev="-9.666 / -11.787" total_charge=+3
Pt -0.180 -0.108 -0.390 0.800 -0.426 0.052
N -0.063 -1.896 1.252 -0.202 0.331 -0.570
C 0.075 -1.635 2.710 0.056 0.066 0.390
C 1.472 -1.286 3.232 0.008 0.190 -0.156
C 1.937 0.171 3.077 -0.181 0.100 -0.121
C 2.660 0.511 1.776 0.078 0.010 0.279
N 2.096 -0.185 0.606 -0.332 0.346 -0.208
H -0.976 -2.311 1.098 0.034 -0.213 0.002
H 0.617 -2.597 0.972 -0.066 -0.084 -0.058
H -0.262 -2.528 3.243 0.021 -0.034 -0.095
H -0.604 -0.829 2.979 -0.056 -0.003 -0.068
H 2.225 -1.975 2.830 -0.030 -0.088 0.077
H 1.421 -1.487 4.302 0.077 -0.108 -0.010
H 2.624 0.415 3.888 -0.021 -0.036 0.029
H 1.074 0.832 3.213 0.030 -0.063 0.016
H 3.712 0.224 1.871 -0.021 0.017 -0.027
H 2.636 1.584 1.602 0.005 0.029 -0.065
H 2.186 -1.177 0.783 0.066 -0.024 -0.140
H 2.667 0.024 -0.206 0.127 -0.031 -0.016
O 0.388 2.903 2.125 0.017 0.408 -0.119
C -0.384 2.198 1.509 -0.472 -1.595 0.017
O -0.661 0.975 1.550 0.062 0.700 0.172
C -1.265 2.990 0.438 -0.166 0.592 -0.254
C -1.678 4.285 0.783 0.084 0.081 0.062
C -2.556 4.886 -0.081 0.094 0.042 0.141
C -2.990 4.210 -1.236 0.055 -0.291 -0.078
C -3.922 4.766 -2.143 -0.050 0.083 -0.102
C -4.319 4.066 -3.246 -0.003 0.153 0.068
C -3.808 2.774 -3.491 0.143 -0.130 0.105
C -2.897 2.209 -2.641 -0.411 -0.182 0.057
C -2.469 2.908 -1.497 -0.382 0.430 0.139
N -1.590 2.346 -0.623 0.384 -0.266 0.262
H -1.318 4.743 1.692 -0.037 0.064 -0.029
H -2.905 5.891 0.123 -0.048 -0.018 -0.012
H -4.319 5.754 -1.943 0.012 0.003 -0.017
H -5.023 4.503 -3.940 -0.021 -0.010 0.015
H -4.140 2.230 -4.366 0.012 0.008 -0.022
H -2.489 1.223 -2.818 -0.225 0.108 0.061
N -6.916 -3.023 -1.852 -0.124 0.032 0.328
C -6.287 -2.758 -0.735 -0.025 0.028 -0.616
S -6.934 -3.215 0.748 -0.053 -0.094 0.322
C -4.966 -2.082 -0.763 0.455 0.177 0.017
C -4.492 -1.398 0.355 -0.279 -0.138 0.048
C -3.226 -0.837 0.323 -0.028 0.100 -0.022
N -2.420 -0.937 -0.737 -0.099 0.192 0.134
C -2.880 -1.564 -1.819 0.001 -0.078 -0.046
C -4.139 -2.141 -1.884 -0.190 -0.072 0.056
H -7.806 -3.508 -1.838 0.005 -0.035 -0.129
H -6.592 -2.700 -2.753 0.062 0.072 0.014
H -5.104 -1.291 1.243 0.062 0.093 0.013
H -2.847 -0.274 1.169 0.020 -0.042 0.014
H -2.218 -1.626 -2.670 -0.003 -0.035 0.111
H -4.426 -2.641 -2.799 0.035 -0.089 0.033
C -0.154 1.892 -3.766 0.220 -0.006 -0.017
C 0.232 0.458 -4.149 0.042 -0.301 0.490
C -1.004 -0.306 -4.620 -0.029 -0.004 -0.065
C 1.267 0.490 -5.276 -0.094 0.003 -0.117
P 0.952 -0.344 -2.564 0.156 -0.059 -0.094
C 2.441 0.695 -2.341 -0.023 0.058 0.061
C 3.712 0.370 -2.818 -0.057 -0.045 0.034
C 4.772 1.254 -2.664 0.027 -0.013 -0.024
C 4.577 2.484 -2.055 -0.006 0.014 -0.006
C 3.320 2.820 -1.566 0.048 0.024 -0.006
C 2.268 1.933 -1.704 -0.022 -0.197 0.002
C 1.450 -2.151 -2.839 -0.173 0.307 0.119
C 2.428 -2.533 -1.722 0.024 0.004 -0.075
C 0.193 -3.012 -2.657 0.012 -0.015 -0.070
C 2.051 -2.449 -4.215 0.038 -0.065 -0.002
H -0.862 2.282 -4.500 0.052 -0.021 -0.025
H 0.714 2.549 -3.766 0.046 -0.001 0.015
H -0.629 1.939 -2.786 0.353 0.039 -0.225
H -1.336 0.112 -5.572 -0.012 0.047 0.012
H -1.834 -0.206 -3.917 0.087 -0.059 -0.132
H -0.794 -1.361 -4.796 -0.048 0.035 -0.015
H 0.936 1.228 -6.010 -0.023 -0.004 0.003
H 1.340 -0.464 -5.792 0.058 0.042 0.008
H 2.254 0.798 -4.939 0.019 0.022 0.001
H 3.892 -0.573 -3.312 0.039 0.038 -0.005
H 5.753 0.977 -3.026 -0.011 0.021 -0.036
H 5.400 3.180 -1.965 0.009 -0.021 0.049
H 3.167 3.773 -1.075 -0.011 0.000 -0.023
H 1.295 2.193 -1.301 -0.018 0.072 -0.015
H 1.950 -2.416 -0.749 0.043 -0.043 -0.019
H 3.347 -1.950 -1.742 -0.011 -0.032 0.069
H 2.701 -3.584 -1.833 -0.025 -0.006 -0.006
H -0.313 -2.786 -1.715 0.006 -0.041 0.021
H 0.482 -4.065 -2.643 0.016 -0.001 -0.010
H -0.508 -2.884 -3.483 -0.014 -0.035 0.072
H 2.852 -1.771 -4.499 -0.010 -0.033 -0.028
H 1.291 -2.428 -4.995 0.030 0.020 0.000
H 2.468 -3.458 -4.198 -0.021 -0.010 0.005


17
Properties=species:S:1:pos:R:3:forces:R:3 method="wB97M-V/def2-TZVPD" relative_energy_kj_mol=167.1 e_tot_ha=-743.85003 orbital_gap_ev=6.41 homo_ha=-0.117 lumo_energy_ev=3.233 total_charge=-1
C 1.670 0.428 -3.035 2.836 2.879 -1.610
S 1.540 0.696 -1.284 0.903 0.078 1.679
H 1.915 1.379 -3.730 -0.405 -1.857 1.649
H 0.704 0.229 -3.123 -4.327 -0.767 -1.831
H 2.186 -0.407 -3.479 0.835 -0.439 0.369
H 0.347 2.386 1.190 0.823 -0.528 0.384
H 1.653 1.648 0.861 -0.574 0.294 0.739
O 1.093 1.926 1.639 -0.094 0.370 -1.122
H -0.176 -1.650 -2.451 -1.053 0.009 -0.235
H -0.871 -1.437 -1.218 -0.648 0.188 0.124
O -1.112 -1.658 -2.132 1.687 -0.141 0.123
H -2.668 -0.959 3.506 0.579 -0.377 0.387
H -2.001 -1.576 4.899 -2.002 1.642 -1.916
O -2.748 -1.006 4.471 1.468 -1.248 1.435
H -0.561 0.238 2.034 1.121 1.313 1.768
H -0.130 -0.036 0.577 -1.064 -0.092 1.133
O -0.840 -0.202 1.276 -0.087 -1.323 -3.075


7
Properties=species:S:1:pos:R:3:forces:R:3 method="wB97M-V/def2-TZVPD" relative_energy_kj_mol=270.3 e_tot_ha=-547.15819 orbital_gap_ev=8.44 homo_ha=-0.572 lumo_energy_ev=-7.110 total_charge=+1
C 1.910 0.605 -0.194 -1.058 2.054 -0.005
N -0.292 -0.253 0.648 -0.975 -1.092 -0.566
N -1.093 -0.071 -0.270 -0.663 2.490 1.269
S 2.585 -0.708 -0.164 1.533 -2.146 -0.075
H 0.051 0.496 1.254 -0.285 0.979 -0.784
H -1.551 -0.856 -0.641 -0.007 -2.120 -0.867
H -1.611 0.787 -0.634 1.454 -0.166 1.027


56
Properties=species:S:1:pos:R:3:forces:R:3 method="wB97M-V/def2-TZVPD" relative_energy_kj_mol=0.0 multiplicity=4 e_tot_ha=-4429.67580 orbital_gap_ev="6.84 / 5.78" homo_ha="-0.408 / -0.440" s_squared=3.774 lumo_energy_ev="-4.274 / -6.202" total_charge=+1
W -0.804 -2.285 -0.506 -0.505 0.955 0.866
F 1.233 -3.255 4.055 -0.027 0.004 -0.001
C 2.455 -3.282 3.525 0.066 -0.021 0.141
F 3.170 -2.300 4.100 0.016 0.009 -0.020
F 3.029 -4.443 3.863 0.014 -0.005 -0.016
C 2.456 -3.106 2.028 0.016 0.050 -0.122
C 3.687 -3.116 1.374 0.013 -0.022 0.212
C 3.766 -2.949 0.007 -0.029 0.043 -0.141
C 2.591 -2.736 -0.691 0.096 0.085 0.066
N 1.410 -2.718 -0.077 0.011 -0.436 -0.053
C 1.315 -2.949 1.261 -0.331 0.018 -0.464
S -0.393 -3.026 1.727 0.242 -0.029 0.160
H 4.588 -3.266 1.956 -0.013 0.002 0.010
H 4.716 -2.969 -0.506 -0.012 -0.006 -0.019
H 2.582 -2.570 -1.760 0.019 -0.016 -0.002
O -2.399 -2.458 -1.042 0.256 -0.470 -0.533
C -3.545 0.016 1.682 -0.024 -0.036 0.015
Si -3.122 0.894 0.095 -0.059 -0.205 0.074
C -3.201 2.751 0.294 0.011 0.061 0.029
C -4.200 0.334 -1.313 -0.024 0.024 -0.039
Ge -0.786 0.504 -0.423 0.206 0.134 -0.210
Si -0.117 0.811 -2.749 -0.069 -0.133 0.098
C -1.260 -0.138 -3.869 0.000 -0.029 -0.042
C 1.654 0.305 -3.031 0.050 0.001 -0.014
C -0.345 2.658 -2.944 0.002 0.037 -0.070
Si 0.755 1.348 1.222 0.003 0.041 0.009
C 0.171 0.884 2.930 -0.006 -0.020 0.041
C 0.742 3.203 0.989 0.019 0.049 0.023
C 2.475 0.694 0.911 0.070 -0.055 -0.004
H -4.592 0.209 1.933 0.005 0.007 0.006
H -2.933 0.350 2.520 0.012 -0.008 -0.009
H -3.430 -1.065 1.580 -0.002 0.002 0.001
H -4.238 3.018 0.520 0.002 0.005 -0.008
H -2.918 3.285 -0.614 0.018 -0.003 0.005
H -2.584 3.113 1.118 0.006 -0.012 -0.001
H -5.244 0.528 -1.050 0.001 -0.002 -0.003
H -4.094 -0.733 -1.508 0.008 0.003 -0.006
H -3.989 0.883 -2.232 0.000 0.005 0.002
H -1.197 -1.215 -3.701 -0.003 0.002 -0.005
H -0.985 0.049 -4.911 -0.010 0.008 0.002
H -2.302 0.156 -3.739 -0.001 -0.006 0.014
H 1.788 -0.761 -2.842 0.003 0.000 -0.005
H 2.356 0.859 -2.408 -0.006 -0.005 0.012
H 1.916 0.487 -4.076 0.008 0.009 0.006
H -1.378 2.966 -2.780 0.001 -0.005 0.016
H -0.085 2.918 -3.976 -0.007 0.017 0.007
H 0.302 3.237 -2.285 -0.007 -0.007 0.014
H -0.805 1.316 3.155 -0.002 0.001 -0.008
H 0.880 1.272 3.666 -0.005 -0.010 0.004
H 0.104 -0.197 3.067 -0.013 -0.005 -0.007
H -0.242 3.644 1.148 -0.006 -0.011 -0.017
H 1.095 3.498 0.000 -0.005 -0.008 -0.003
H 1.422 3.646 1.723 -0.006 0.006 -0.004
H 2.525 -0.393 0.986 0.001 -0.008 0.002
H 3.152 1.104 1.666 0.004 0.001 -0.008
H 2.853 0.988 -0.069 -0.004 -0.006 -0.001


78
Properties=species:S:1:pos:R:3:forces:R:3 method="wB97M-V/def2-TZVPD" relative_energy_kj_mol=121.8 e_tot_ha=-1504.39814 orbital_gap_ev=10.33 homo_ha=-0.357 lumo_energy_ev=0.608
C -9.970 -5.946 19.744 -1.512 -0.626 1.022
O -8.814 -6.558 19.201 0.898 2.143 -0.826
H -9.751 -4.989 20.215 0.076 0.308 -0.446
H -10.798 -5.861 18.990 0.763 0.076 0.600
H -10.371 -6.542 20.617 0.476 0.128 -1.105
H -8.328 -5.762 18.771 -0.802 -1.560 0.745
C -3.933 -5.858 19.487 1.337 -0.039 -0.743
O -3.944 -6.007 18.086 0.100 0.306 -2.008
H -3.080 -6.474 19.833 -0.916 0.100 0.721
H -3.713 -4.815 19.677 -0.134 0.327 0.744
H -4.940 -6.128 19.793 0.254 -0.238 0.614
H -3.106 -5.706 17.647 -0.662 -0.185 0.611
C -5.622 -4.027 13.334 -0.578 -0.310 1.013
O -4.990 -4.754 12.290 0.808 1.973 -0.080
H -5.206 -4.313 14.323 -0.175 -0.013 -0.389
H -5.425 -2.949 13.242 -0.328 -0.357 -0.348
H -6.709 -4.297 13.359 0.788 0.683 -0.036
H -5.462 -5.560 12.253 -0.623 -1.906 -0.032
C -1.602 -3.720 12.917 1.019 -0.364 -0.316
O -2.597 -4.544 13.515 0.209 0.255 -0.231
H -1.198 -4.062 11.923 -0.437 -0.348 0.966
H -1.867 -2.686 12.700 -0.630 0.153 0.415
H -0.773 -3.700 13.651 -0.277 0.045 -0.524
H -3.371 -4.699 12.934 0.242 0.153 -0.072
C -3.049 -11.972 15.352 -0.055 0.094 0.324
O -3.634 -10.661 15.539 0.574 -0.576 -0.676
H -2.345 -11.925 14.485 -0.746 0.047 0.706
H -2.477 -12.280 16.254 -0.205 0.236 -0.475
H -3.826 -12.748 15.187 0.424 0.464 -0.157
H -4.374 -10.706 16.146 0.017 -0.243 0.140
C -0.918 -5.970 16.079 0.870 -0.752 0.531
O -1.875 -4.974 16.381 -0.069 0.057 0.067
H -1.413 -6.944 15.887 0.354 0.451 -0.194
H -0.206 -5.699 15.267 -0.752 -0.090 0.248
H -0.284 -6.109 16.981 -0.459 0.128 -0.432
H -2.418 -4.855 15.592 0.000 0.162 -0.374
C -9.737 -8.114 12.846 -0.709 0.158 0.726
O -8.752 -7.202 13.356 -2.070 -0.474 0.980
H -10.721 -7.652 13.050 0.455 -0.293 -0.045
H -9.599 -8.116 11.784 -0.192 -0.541 -0.715
H -9.766 -9.169 13.278 0.501 1.348 -0.405
H -7.942 -7.414 12.945 1.843 -0.288 -0.859
C -6.720 -7.540 22.116 0.893 0.402 -0.970
O -6.996 -7.905 20.733 -0.044 0.737 1.211
H -6.194 -6.541 22.206 -0.614 -0.861 -0.272
H -7.620 -7.501 22.754 0.349 -0.330 -0.286
H -5.981 -8.293 22.417 -0.480 0.179 0.463
H -7.682 -7.297 20.391 0.200 -0.326 -0.246
C -8.446 -3.496 17.059 0.108 -0.141 -0.002
O -7.955 -3.815 18.359 -1.182 -0.572 0.022
H -8.057 -2.529 16.760 -0.096 0.251 -0.205
H -8.150 -4.241 16.329 0.293 -0.223 -0.232
H -9.536 -3.489 17.026 0.058 0.161 0.470
H -6.999 -3.813 18.291 0.777 0.306 -0.061
C -4.763 -2.247 17.148 -1.523 -0.019 -1.579
O -5.266 -3.369 17.866 -0.627 0.759 0.167
H -5.657 -1.582 16.902 1.023 -0.989 0.058
H -4.161 -1.631 17.769 0.963 0.305 0.559
H -4.236 -2.515 16.181 -0.536 0.214 1.156
H -4.810 -4.197 17.741 0.798 -0.603 -0.406
C -7.221 -8.210 16.644 1.336 1.236 -0.240
O -7.238 -7.253 15.530 0.203 -0.935 1.155
H -6.182 -8.256 17.024 -0.487 0.298 -0.206
H -7.853 -7.868 17.473 -0.118 -0.333 -0.384
H -7.420 -9.201 16.280 -0.586 -0.483 -0.032
H -8.008 -7.471 14.984 -0.200 0.361 -0.083
C -4.785 -8.161 12.966 -0.437 0.794 -0.874
O -5.936 -7.247 13.097 1.320 -0.882 -0.379
H -4.605 -8.796 13.835 -0.358 0.052 -0.069
H -5.002 -8.721 12.061 0.038 -0.546 0.164
H -3.850 -7.630 12.730 -0.360 0.300 0.373
H -6.188 -7.266 14.025 -0.222 0.254 0.842
C -4.055 -9.406 18.402 1.884 -0.236 -0.004
O -4.261 -9.465 19.785 -0.294 0.738 0.553
H -3.122 -9.982 18.267 -0.183 0.479 -0.337
H -4.803 -9.990 17.929 -1.087 -0.353 -0.847
H -3.944 -8.394 17.940 -0.215 -0.654 0.535
H -5.048 -8.943 19.972 -0.269 0.067 0.301